# 1
A 2-piece molecular cluster, C6H4O overall in a non-equilibrium geometry, computed with the ωB97M-V functional and the def2-TZVPD basis.

ORCA input file:
```
! RIJCOSX wB97M-V def2-TZVPD def2/J DEFGRID3
* xyz 0 1
C -1.85068 -0.32361 -0.72449
C -1.15919 0.78848 -0.53872
C -0.26344 1.64132 -0.22126
C 0.86864 1.57374 0.46955
O 1.82590 1.87510 1.04701
H -2.67977 -0.56155 -0.06937
H -1.81361 -0.83107 -1.68202
C 0.79306 -0.99196 0.45549
C 1.97321 -1.15813 0.72200
H -0.35785 -0.96046 0.06041
H 3.01930 -1.32267 0.96004
*
```

The value obtained for the LUMO energy is -0.4351 eV. Its total energy is -306.045663 hartree. The calculation puts the HOMO energy at -9.1 eV. For the gap between HOMO and LUMO, the calculation gives 8.7 eV. Its structure (SMILES) is C=C=C=C=O.C#C.

---

# 2
C28H34MoN4O3P as an isolated structure, computed with the ωB97M-V functional and the def2-TZVPD basis.

ORCA input file:
```
! RIJCOSX wB97M-V def2-TZVPD def2/J DEFGRID3
* xyz 3 3
Mo 0.04482 -0.14685 0.09742
C 0.85642 2.61551 3.75577
C 0.86267 2.56384 2.37432
C 1.21406 1.37644 1.73371
C 1.56287 0.24064 2.49258
C 1.52425 0.29455 3.88057
C 1.19142 1.48867 4.50281
P 1.56244 -1.29935 1.57263
C 2.13039 -2.72859 2.45253
C 1.30269 -3.84470 2.58952
C 1.76020 -4.93965 3.30226
C 3.02569 -4.91496 3.87574
C 3.84348 -3.79698 3.74673
C 3.40140 -2.69460 3.03749
C 2.40764 -0.99231 -0.03573
C 3.62666 -1.57411 -0.39589
C 4.19070 -1.24511 -1.61782
C 3.55319 -0.36434 -2.49511
C 2.31799 0.18000 -2.17971
C 1.74072 -0.16521 -0.96720
H 0.60439 3.53886 4.25921
H 0.63831 3.44877 1.79372
H 1.42424 1.43686 0.65374
H 1.75233 -0.58455 4.46947
H 1.19093 1.54364 5.58331
H 0.30686 -3.84805 2.16385
H 1.12740 -5.80794 3.42319
H 3.37482 -5.77029 4.43837
H 4.82270 -3.78267 4.20533
H 4.03078 -1.81626 2.94866
H 4.14234 -2.23706 0.28717
H 5.15610 -1.65577 -1.88249
H 4.03468 -0.09962 -3.42738
H 1.81459 0.86427 -2.85112
N -1.65876 -2.91872 -4.60415
C -1.88585 -2.80597 -3.12042
C -0.89417 -1.82957 -2.47776
N -1.10907 -1.72799 -1.01253
H -2.33265 -3.56745 -5.02588
H -0.72369 -3.27445 -4.82505
H -1.77114 -2.01830 -5.07995
H -1.78651 -3.80925 -2.70698
H -2.91488 -2.47543 -2.98048
H -1.00180 -0.82736 -2.89513
H 0.13453 -2.15484 -2.64304
H -0.96698 -2.63818 -0.57599
H -2.08237 -1.47698 -0.82506
C -4.36188 1.37005 -1.77140
C -3.44727 2.51122 -2.20043
C -2.36217 2.89626 -1.15669
C -1.48034 4.03018 -1.71856
C -0.36221 4.45588 -0.77518
C -3.08191 3.39601 0.10411
O -3.74572 4.38791 0.08797
N -2.94859 2.65172 1.28984
C -2.23809 1.49595 1.45348
O -2.02308 0.93691 2.49822
N -1.64254 1.00793 0.27862
C -1.54607 1.69207 -0.86355
O -0.68500 1.17512 -1.63570
H -5.11058 1.17974 -2.53839
H -4.89902 1.60458 -0.85094
H -3.80729 0.43702 -1.60744
H -4.03336 3.41514 -2.36679
H -2.93633 2.27641 -3.13584
H -2.14345 4.87126 -1.91836
H -1.06918 3.69760 -2.67226
H -0.75809 4.82003 0.17561
H 0.21450 5.26721 -1.21512
H 0.33495 3.63262 -0.58338
H -3.41412 3.03258 2.10695
*
```

The value obtained for the LUMO energy (spin up / spin down) is -9.5113 / -9.8347 eV. Its total energy is -1940.739792 hartree. The calculation puts the HOMO energy (spin up / spin down) at -17.0 / -17.1 eV. The expectation value of S² is 2.036. For the gap between HOMO and LUMO (spin up / spin down), the calculation gives 7.5 / 7.3 eV.

---

# 3
C16H24N4O5S3SiTl as an isolated structure, computed with the ωB97M-V functional and the def2-TZVPD basis.

ORCA input file:
```
! RIJCOSX wB97M-V def2-TZVPD def2/J DEFGRID3
* xyz -1 1
Tl -0.99145 0.42935 0.10693
C -2.65096 -1.22374 3.84173
C -1.90139 -1.37378 2.55503
N -0.71358 -0.91712 2.39495
O -0.25584 -0.20382 3.50850
C -2.52017 -1.98847 1.38189
C -3.40994 -3.18450 1.45658
N -2.26021 -1.47086 0.21021
O -2.72006 -2.00216 -0.84550
H -2.83217 -0.15931 4.00611
H -2.06265 -1.58799 4.68393
H -3.60652 -1.73942 3.80245
H 0.59564 0.13207 3.20384
H -3.53456 -3.53374 2.48061
H -2.98460 -3.99144 0.85403
H -4.38713 -2.96296 1.02077
C 0.72833 -2.54665 -0.49479
Si 1.97206 -1.20873 -0.09984
C 3.29972 -1.23403 -1.43229
C 2.76310 -1.69600 1.54052
N 1.17086 0.32460 -0.07611
C 1.83443 1.55068 -0.16281
C 3.15906 1.71150 0.27773
C 3.81943 2.92517 0.16231
C 3.18295 4.03240 -0.37823
C 1.86690 3.89672 -0.80146
C 1.20532 2.68452 -0.70427
H 1.26414 -3.47100 -0.73088
H 0.08918 -2.30538 -1.34766
H 0.07881 -2.74983 0.35847
H 3.83378 -2.18808 -1.41772
H 4.03109 -0.43369 -1.31288
H 2.84197 -1.12392 -2.41898
H 3.20984 -2.69147 1.45715
H 1.99778 -1.74724 2.31923
H 3.54396 -1.00930 1.87205
H 3.67722 0.87409 0.72778
H 4.84246 3.00351 0.51288
H 3.69579 4.98230 -0.45788
H 1.33221 4.74283 -1.21556
H 0.17640 2.64150 -1.04884
O -3.84184 1.64651 -0.95525
S -3.10865 2.85961 -0.61762
O -3.91806 3.97559 -0.19065
O -2.06013 3.17599 -1.57768
S -2.04543 2.32758 1.17366
S -2.12658 0.20635 -4.60010
C -0.44510 0.48677 -4.41188
C -0.12997 0.49207 -3.09694
N -1.19591 0.27545 -2.26000
C -2.30912 0.11141 -2.91142
H 0.20922 0.64230 -5.25201
H 0.84715 0.65722 -2.66770
H -3.25677 -0.04348 -2.42240
*
```

The value obtained for the LUMO energy is 2.4423 eV. Its total energy is -2875.907109 hartree. The calculation puts the HOMO energy at -5.2 eV. For the gap between HOMO and LUMO, the calculation gives 7.6 eV.

---

# 4
A 2-piece molecular cluster, C2H4F2Si overall in a non-equilibrium geometry, computed with the ωB97M-V functional and the def2-TZVPD basis.

ORCA input file:
```
! RIJCOSX wB97M-V def2-TZVPD def2/J DEFGRID3
* xyz 0 1
C -2.07312 0.39271 -0.38178
C -1.05101 0.82425 0.31270
F -2.76856 -0.70422 -0.09354
F -0.29417 1.87243 -0.07346
Si 2.35218 -0.03420 -0.18130
H -2.57240 0.98781 -1.15148
H 2.26953 -1.17985 -1.20313
H -0.57382 0.04605 0.99784
H 2.68298 -1.20080 0.84994
*
```

The value obtained for the LUMO energy is -1.0970 eV. Its total energy is -567.667940 hartree. The calculation puts the HOMO energy at -9.1 eV. For the gap between HOMO and LUMO, the calculation gives 8.0 eV.